Record 1
C80H67F13InO6 | ωB97M-V/def2-TZVPD

Summary:
Charge: +1
LUMO, eV: -8.53
HOMO-LUMO gap, eV: 2.20

```
167
C80H67F13InO6 ωB97M-V/def2-TZVPD
In -4.140 -1.220 0.055
O -6.562 -0.400 -4.130
C -6.322 -0.679 -2.886
O -5.795 0.103 -2.085
O -6.624 -1.789 -2.474
H -6.906 -1.272 -4.336
O 0.622 0.165 0.222
C -0.692 -0.125 0.208
O -1.063 -1.284 0.241
O -1.658 0.681 0.223
H 1.058 -0.667 0.424
F -6.124 0.982 1.495
C -6.859 2.121 1.523
C -6.539 3.068 2.463
C -7.331 4.251 2.594
C -8.377 4.441 1.641
C -8.621 3.545 0.658
C -7.864 2.377 0.606
H -5.822 2.896 3.252
H -7.123 4.946 3.394
H -9.014 5.311 1.585
H -9.377 3.691 -0.099
H -8.121 1.662 -0.161
F -1.876 3.737 4.055
C -1.213 4.807 3.535
C -1.318 6.064 4.152
C -0.744 7.181 3.511
C -0.087 7.047 2.302
C 0.107 5.762 1.751
C -0.490 4.665 2.358
H -1.905 6.179 5.051
H -1.028 8.157 3.876
H 0.200 7.943 1.772
H 0.660 5.755 0.824
H -0.401 3.709 1.862
F -2.868 -3.279 1.753
C -2.236 -3.866 2.807
C -0.967 -3.403 3.170
C -0.328 -3.877 4.311
C -0.923 -4.909 5.001
C -2.162 -5.454 4.693
C -2.816 -4.900 3.540
H -0.470 -2.578 2.682
H 0.501 -3.380 4.792
H -0.435 -5.224 5.912
H -2.636 -6.225 5.282
H -3.773 -5.260 3.192
F 8.138 -1.266 2.362
C 7.884 -0.675 1.152
C 6.739 -1.031 0.441
C 6.486 -0.502 -0.828
C 7.395 0.423 -1.408
C 8.506 0.767 -0.674
C 8.778 0.240 0.602
H 6.147 -1.754 0.984
H 5.554 -0.758 -1.309
H 7.195 0.732 -2.423
H 9.173 1.497 -1.108
H 9.730 0.470 1.057
F 3.341 4.082 -4.107
C 2.234 3.948 -3.324
C 0.991 4.066 -4.008
C -0.174 3.886 -3.279
C -0.061 3.554 -1.926
C 1.139 3.563 -1.223
C 2.344 3.668 -1.967
H 1.017 4.277 -5.067
H -1.161 3.873 -3.717
H -0.977 3.289 -1.420
H 1.170 3.321 -0.171
H 3.302 3.478 -1.506
F -4.270 1.899 0.019
C -3.903 3.178 -0.275
C -3.452 4.112 0.698
C -3.062 5.387 0.267
C -3.001 5.683 -1.078
C -3.490 4.790 -2.061
C -3.956 3.534 -1.632
H -3.413 3.941 1.764
H -2.816 6.139 1.002
H -2.697 6.642 -1.469
H -3.460 4.952 -3.128
H -4.376 2.894 -2.393
F 1.804 -6.903 0.764
C 0.547 -7.050 0.293
C -0.367 -6.058 0.560
C -1.660 -6.168 0.099
C -2.054 -7.248 -0.718
C -1.120 -8.277 -0.967
C 0.151 -8.179 -0.388
H 0.048 -5.195 1.061
H -2.411 -5.451 0.395
H -3.052 -7.220 -1.131
H -1.434 -9.206 -1.418
H 0.804 -9.024 -0.552
F -3.289 0.030 2.783
C -2.361 -0.054 3.775
C -1.250 0.776 3.784
C -0.201 0.566 4.631
C -0.245 -0.383 5.649
C -1.462 -1.125 5.758
C -2.512 -0.978 4.818
H -1.024 1.516 3.031
H 0.753 1.065 4.548
H 0.549 -0.455 6.377
H -1.693 -1.828 6.545
H -3.277 -1.721 4.988
F 1.825 -1.691 1.707
C 2.886 -2.451 1.370
C 3.146 -2.903 0.065
C 4.036 -3.889 -0.123
C 4.832 -4.333 0.933
C 4.705 -3.798 2.188
C 3.666 -2.920 2.467
H 2.545 -2.572 -0.769
H 4.187 -4.285 -1.117
H 5.572 -5.111 0.826
H 5.379 -4.239 2.908
H 3.474 -2.489 3.438
F 4.095 4.838 4.220
C 4.226 3.803 3.294
C 3.078 3.054 2.924
C 3.215 1.971 1.947
C 4.498 1.810 1.392
C 5.547 2.612 1.799
C 5.499 3.586 2.748
H 2.115 3.371 3.298
H 2.417 1.335 1.592
H 4.719 1.000 0.713
H 6.523 2.379 1.399
H 6.322 4.127 3.190
F 1.929 -1.278 -2.798
C 3.068 -0.938 -3.406
C 3.612 0.352 -3.364
C 4.801 0.677 -4.019
C 5.444 -0.337 -4.659
C 5.049 -1.698 -4.624
C 3.808 -1.973 -3.992
H 3.104 1.164 -2.865
H 5.239 1.662 -4.081
H 6.337 -0.029 -5.184
H 5.625 -2.440 -5.155
H 3.348 -2.950 -4.012
F -2.266 -2.764 -1.781
C -1.548 -3.615 -2.435
C -0.184 -3.679 -2.133
C 0.622 -4.446 -2.944
C 0.113 -5.301 -3.959
C -1.270 -5.288 -4.169
C -2.085 -4.442 -3.418
H 0.348 -3.174 -1.340
H 1.698 -4.485 -2.855
H 0.817 -5.859 -4.559
H -1.771 -5.944 -4.865
H -3.148 -4.331 -3.571
F -2.832 -0.348 -2.430
C -2.410 0.189 -3.595
C -1.074 0.048 -3.872
C -0.527 0.515 -5.082
C -1.422 1.236 -5.906
C -2.778 1.393 -5.562
C -3.263 0.924 -4.370
H -0.438 -0.400 -3.123
H 0.542 0.518 -5.241
H -1.034 1.722 -6.788
H -3.420 1.938 -6.238
H -4.317 0.993 -4.143
```

Record 2
C80H75F11N5O4P | ωB97M-V/def2-TZVPD

Summary:
Charge: 0
LUMO, eV: -2.33
HOMO-LUMO gap, eV: 6.56
SMILES: CNCc1cc2c(cc1CC(N)(N)N)C(=O)C(P(=N)(O)O)=CC2=O.Fc1ccccc1.Fc1ccccc1.Fc1ccccc1.Fc1ccccc1.Fc1ccccc1.Fc1ccccc1.Fc1ccccc1.Fc1ccccc1.Fc1ccccc1.Fc1ccccc1.Fc1ccccc1

```
176
C80H75F11N5O4P ωB97M-V/def2-TZVPD
C 7.880 3.505 -0.953
N 6.661 4.375 -0.666
C 6.264 4.262 0.791
C 5.825 2.733 1.190
C 6.797 1.918 2.272
C 6.340 0.392 2.657
C 4.955 -0.258 2.022
C 3.990 0.534 0.959
C 4.453 2.055 0.517
C 3.523 2.840 -0.584
C 1.914 2.531 -0.473
N 1.408 2.645 0.953
N 1.491 1.220 -1.164
N 1.217 3.638 -1.289
C 4.522 -1.808 2.477
O 3.236 -2.115 2.667
C 5.798 -2.843 2.704
P 5.818 -4.699 2.252
N 4.407 -5.295 1.730
O 6.312 -5.678 3.647
O 6.951 -4.870 0.897
C 7.063 -2.243 3.290
C 7.189 -0.622 3.681
O 7.935 -0.183 4.707
H 8.740 3.654 -0.172
H 8.297 3.844 -2.004
H 7.581 2.371 -1.041
H 6.943 5.387 -0.786
H 7.186 4.552 1.461
H 5.392 5.020 0.982
H 7.775 2.399 2.750
H 3.045 -0.038 0.560
H 3.804 3.988 -0.542
H 3.852 2.479 -1.674
H 1.394 1.714 1.446
H 2.062 3.320 1.416
H 0.986 0.656 -0.416
H 2.329 0.635 -1.394
H 0.463 3.153 -1.824
H 0.848 4.343 -0.614
H 3.709 -4.521 1.773
H 7.146 -6.146 3.289
H 7.127 -3.956 0.512
H 8.043 -2.890 3.460
F -0.955 6.518 1.369
C -1.393 5.775 2.394
C -1.789 6.400 3.572
C -2.249 5.627 4.638
C -2.298 4.236 4.518
C -1.894 3.618 3.334
C -1.444 4.391 2.264
H -1.736 7.481 3.649
H -2.568 6.106 5.560
H -2.653 3.633 5.352
H -1.929 2.535 3.245
H -1.134 3.928 1.334
F -0.576 1.022 2.669
C -0.664 -0.188 3.236
C 0.299 -1.149 2.950
C 0.211 -2.408 3.544
C -0.847 -2.695 4.411
C -1.811 -1.725 4.689
C -1.716 -0.463 4.103
H 1.109 -0.911 2.268
H 0.963 -3.164 3.333
H -0.918 -3.678 4.871
H -2.635 -1.952 5.360
H -2.452 0.306 4.314
F -5.029 4.644 -3.758
C -4.396 5.165 -2.699
C -5.056 6.086 -1.892
C -4.399 6.625 -0.786
C -3.084 6.245 -0.505
C -2.428 5.324 -1.324
C -3.090 4.777 -2.423
H -6.074 6.375 -2.130
H -4.908 7.339 -0.144
H -2.570 6.669 0.355
H -1.404 5.033 -1.106
H -2.598 4.053 -3.065
F 4.154 -0.110 -2.499
C 4.190 -0.185 -3.836
C 4.123 0.982 -4.589
C 4.165 0.905 -5.981
C 4.263 -0.341 -6.606
C 4.324 -1.508 -5.841
C 4.293 -1.429 -4.449
H 4.039 1.940 -4.087
H 4.121 1.812 -6.579
H 4.291 -0.402 -7.691
H 4.396 -2.476 -6.329
H 4.349 -2.324 -3.839
F 0.427 -5.247 4.844
C 0.377 -6.488 4.342
C -0.602 -7.368 4.790
C -0.658 -8.659 4.264
C 0.274 -9.059 3.302
C 1.255 -8.169 2.863
C 1.304 -6.876 3.381
H -1.312 -7.043 5.543
H -1.424 -9.352 4.602
H 0.233 -10.067 2.895
H 1.982 -8.484 2.117
H 2.055 -6.169 3.044
F -0.990 -8.951 7.247
C -0.486 -8.188 8.226
C 0.860 -7.840 8.198
C 1.384 -7.041 9.214
C 0.558 -6.609 10.255
C -0.791 -6.968 10.277
C -1.317 -7.757 9.255
H 1.488 -8.192 7.386
H 2.433 -6.757 9.197
H 0.968 -5.990 11.050
H -1.431 -6.634 11.090
H -2.365 -8.038 9.251
F 2.887 -10.732 -3.299
C 3.254 -9.840 -2.369
C 2.277 -9.163 -1.647
C 2.658 -8.238 -0.675
C 4.014 -7.993 -0.443
C 4.987 -8.674 -1.176
C 4.605 -9.607 -2.140
H 1.229 -9.360 -1.847
H 1.902 -7.709 -0.100
H 4.310 -7.268 0.312
H 6.041 -8.478 -0.996
H 5.348 -10.152 -2.712
F 0.643 -1.810 -0.653
C -0.110 -2.112 -1.720
C 0.340 -1.776 -2.992
C -0.441 -2.095 -4.103
C -1.669 -2.737 -3.928
C -2.114 -3.066 -2.646
C -1.328 -2.757 -1.537
H 1.292 -1.269 -3.108
H -0.096 -1.843 -5.102
H -2.280 -2.982 -4.794
H -3.072 -3.563 -2.512
H -1.654 -3.014 -0.534
F -4.667 9.574 -7.970
C -4.720 8.302 -7.554
C -4.755 8.029 -6.191
C -4.815 6.704 -5.757
C -4.830 5.666 -6.692
C -4.790 5.951 -8.058
C -4.740 7.275 -8.491
H -4.734 8.847 -5.479
H -4.851 6.481 -4.694
H -4.873 4.633 -6.353
H -4.797 5.141 -8.784
H -4.718 7.514 -9.549
F -7.246 11.022 -0.378
C -7.210 10.947 -1.715
C -7.277 12.114 -2.468
C -7.235 12.036 -3.860
C -7.137 10.790 -4.485
C -7.076 9.624 -3.720
C -7.107 9.703 -2.328
H -7.361 13.072 -1.966
H -7.279 12.943 -4.458
H -7.109 10.730 -5.571
H -7.004 8.655 -4.208
H -7.051 8.807 -1.718
F -5.922 -5.406 -2.340
C -6.586 -4.246 -2.424
C -7.393 -3.841 -1.366
C -8.081 -2.631 -1.451
C -7.963 -1.843 -2.598
C -7.155 -2.260 -3.657
C -6.458 -3.465 -3.567
H -7.479 -4.471 -0.486
H -8.708 -2.302 -0.626
H -8.503 -0.901 -2.666
H -7.068 -1.647 -4.551
H -5.819 -3.800 -4.377
```

Calculated total energy
In order: -5027.9956; -5107.5691
Unit: hartree